[1]
This record from OMol25 describes one molecule with the formula C5H5N. The level of theory is wB97M-V/def2-TZVPD.

Results
Kohn-Sham gap (spin up / spin down) = 7.51 / 7.80 eV
Energy relative to the best compared isomer or geometry (same formula, charge and spin) = 106.27 kcal/mol
HOMO energy (spin up / spin down) = -8.9 / -9.2 eV
DFT total energy = -248.1057 Eh

Cartesian coordinates (Å):
N -0.65745 0.86882 -2.83682
C -0.21624 0.99210 -1.77515
C 0.65490 -0.34535 0.02053
C -1.04405 -0.47868 1.76179
C 0.36969 1.06780 -0.42782
C -0.03599 -1.06278 0.94043
H 1.43465 -0.84918 -0.54920
H -0.32034 1.57884 0.25069
H -1.69559 -1.29543 2.13580
H 0.21348 -2.12706 0.98766
H 1.29694 1.65092 -0.50791

Atomic forces in eV per Å
N 0.4173 0.1681 1.0095
C -0.4072 -0.0737 -0.8572
C 0.0947 -0.0509 -0.1479
C -0.0890 -0.4322 -0.2471
C -0.0185 -0.0339 0.0985
C 0.0663 0.2461 -0.0415
H -0.1423 0.0294 -0.0205
H 0.0608 -0.1703 -0.0512
H 0.0808 0.3411 -0.0013
H 0.0677 0.1469 0.1776
H -0.1306 -0.1706 0.0811

Mulliken population analysis, charges in e, atoms 1 to 8: N -0.364; C 0.227; C -0.207; C -0.634; C -0.404; C -0.055; H 0.319; H 0.349

[2]
This record from OMol25 describes an isolated ion of composition C5H12N3 and charge +1. The level of theory is wB97M-V/def2-TZVPD.

Results
Kohn-Sham gap = 10.90 eV
Net charge = +1
Energy relative to the best compared isomer or geometry (same formula, charge and spin) = 45.56 kcal/mol
HOMO energy = -13.7 eV
DFT total energy = -361.6955 Eh

Cartesian coordinates (Å):
N -1.25893 1.67392 -0.15510
N 1.13069 0.68046 -0.51362
N -0.77507 -0.60953 -0.19654
C -2.07687 -1.34374 -0.02610
C 1.72300 1.75051 0.22538
C -0.45711 0.64814 -0.31930
C 1.51974 -0.65062 -0.08393
C 0.29482 -1.62248 -0.23286
H 1.66201 -0.53532 1.00128
H -2.91087 -0.68357 0.04956
H -1.93734 -1.93055 0.95342
H 0.30820 -2.10179 -1.15927
H 0.08036 -2.28413 0.64934
H 1.54100 2.61279 -0.35721
H -0.95739 2.52604 0.20033
H -2.32258 -2.06291 -0.82497
H 1.45058 1.78320 1.27244
H 2.26737 -1.04773 -0.72553
H 2.96295 1.69037 0.32228
H -2.24456 1.50694 -0.07959

Atomic forces in eV per Å
N -0.5979 -1.2477 -0.8567
N -4.9686 -0.5646 -0.2382
N -2.0378 -2.1222 -0.7183
C 0.7240 -0.1943 1.4580
C 4.0213 -0.1189 0.5372
C 4.5165 -1.3522 0.5079
C -1.5015 -0.9191 1.2196
C 0.6192 2.9569 1.9029
H 1.0431 -0.6889 -0.2848
H -0.5351 0.5692 0.2425
H -0.5510 0.9143 -1.4658
H -0.1614 -1.1027 -1.3541
H 0.7629 0.3713 -1.0814
H -0.1935 1.4186 0.0128
H 0.9328 1.7008 0.3144
H 0.6893 0.4323 0.0717
H -0.5115 0.2598 0.3125
H 1.3342 0.0111 0.1828
H -3.2957 -0.2426 -0.7791
H -0.2892 -0.0812 0.0162

Mulliken population analysis, charges in e, atoms 1 to 8: N -0.346; N -0.079; N -0.050; C -0.800; C -1.151; C 0.625; C -0.607; C -0.634

[3]
This record from OMol25 describes a 2-piece molecular cluster, C4H10S2 overall. The level of theory is wB97M-V/def2-TZVPD.

Results
Kohn-Sham gap (spin up / spin down) = 4.38 / 6.61 eV
Net charge = -1
Multiplicity = 2
Energy relative to the best compared isomer or geometry (same formula, charge and spin) = 39.57 kcal/mol
HOMO energy (spin up / spin down) = -0.4 / -2.8 eV
DFT total energy = -954.7005 Eh

Cartesian coordinates (Å):
S 1.09513 -1.04584 -0.11217
S 1.79732 1.11741 -0.08946
C -1.82678 0.20481 -0.85847
C -1.60907 1.33327 0.12202
C 0.45766 -1.19353 1.57321
C -2.85508 -0.63396 -0.73026
H -0.61359 -1.02482 1.67999
H 0.63616 -2.22335 1.88529
H -0.99588 2.12686 -0.28641
H 1.07851 -0.57291 2.22470
H -2.52215 1.70388 0.58699
H 2.29034 1.30985 -1.32830
H -3.43573 -0.88595 -1.60860
H -1.02600 0.89251 0.93896
H -1.05814 0.16653 -1.61994
H -3.38730 -0.66473 0.21784

Atomic forces in eV per Å
S -0.8504 -3.0087 -0.5594
S 0.9905 3.1130 0.3704
C -0.0464 0.9651 0.5933
C 0.6931 -1.2704 1.0041
C 0.6386 -0.4401 -0.1152
C -0.6569 0.8960 -0.3412
H -0.0045 0.3520 -0.0102
H 0.0004 -0.0213 0.0433
H -0.0241 0.0780 -0.0854
H -0.3424 0.2751 0.1598
H -0.1821 0.0157 -0.3501
H -0.1138 -0.3839 0.0885
H 0.5588 -1.4276 -0.1133
H 0.2042 0.4505 0.0950
H -0.5720 0.0362 -0.6578
H -0.2930 0.3706 -0.1217

Mulliken population analysis, charges in e, atoms 1 to 8: S -0.355; S -0.568; C -0.031; C -0.934; C -0.740; C -0.757; H 0.189; H 0.237

[4]
This record from OMol25 describes C40H46N5O5SSiTeTl as an isolated structure. The level of theory is wB97M-V/def2-TZVPD.

Results
Kohn-Sham gap = 5.36 eV
Energy relative to the best compared isomer or geometry (same formula, charge and spin) = 0.99 kcal/mol
HOMO energy = -6.3 eV
DFT total energy = -3330.0024 Eh

Cartesian coordinates (Å):
Tl 0.05913 -0.54844 0.38663
Te -1.30841 -3.41341 -0.66353
S 1.96043 -3.62595 -1.49495
Si -1.26544 2.47305 2.01189
O 0.83077 -3.53314 -0.47075
O 2.89809 -1.11331 0.45581
O 5.05442 5.47325 -2.07116
O -3.10035 -1.41754 0.45879
O 1.89682 -0.89807 -3.93264
N 3.88655 3.58511 -1.52546
N 0.77673 1.66683 -1.13935
N 2.11957 -1.20968 -1.68093
N -1.99455 1.08755 1.32373
N 3.72089 5.52843 -0.24613
C -1.96381 -7.70352 -1.68497
C 2.26953 -5.44197 -1.43231
C 1.10025 -3.65970 -3.08320
C -6.13583 0.34719 1.54306
C 2.50960 3.24187 -1.60139
C 0.31637 3.57126 -2.48518
C 3.05283 -0.93704 -0.74615
C -3.87446 -3.51985 -0.32497
C -3.73815 -2.12940 -0.50429
C -1.52497 4.08299 0.98748
C 3.25332 3.70909 5.14100
C -1.71004 -6.34538 -1.79773
C -1.49889 -6.20039 0.58664
C -4.83489 -2.30263 -2.62870
C 2.02102 2.09259 -0.98858
C -4.96847 -3.68012 -2.46060
C 2.95374 5.43692 3.34446
C 3.92252 -0.14088 -2.81779
C -4.51042 -4.28074 -1.30929
C 3.77427 3.29444 2.71292
C -1.47410 -5.58253 -0.65958
C 2.52904 -0.78563 -2.89907
C -3.31919 0.86867 1.36185
C 0.63153 2.28572 2.12891
C -4.23092 -1.53063 -1.66202
C -1.74944 2.84098 3.83672
C 3.88425 3.71474 1.40119
C 1.61975 4.00969 -2.34695
C -4.26934 1.82797 1.80105
C 4.27644 4.90659 -1.33546
C -1.75505 -7.55472 0.70087
C 3.31938 4.14572 3.70861
C -0.05558 2.38256 -1.87696
C 3.52997 5.01013 1.04681
C -5.26065 -0.61633 1.08746
C -1.98692 -8.30804 -0.43842
C 4.33916 -0.39234 -1.38142
C -5.61862 1.59139 1.87515
C 3.05270 5.86726 2.03599
C -3.90365 -0.35826 0.96109
H 2.77913 6.88155 1.78166
H 2.60282 6.12120 4.10304
H -4.66428 -5.33566 -1.13928
H 2.57897 -5.65824 -0.41697
H 3.07359 -5.67101 -2.11960
H -1.59760 4.95176 1.63388
H 0.97862 2.71334 3.06272
H 4.68476 0.48990 -0.84481
H -2.16035 -8.29207 -2.56949
H 0.98209 1.25657 2.10690
H -7.18975 0.13171 1.61779
H -0.38275 4.13710 -3.07782
H 1.38336 -6.01431 -1.67180
H -1.32039 -5.59888 1.46813
H 4.28207 3.03930 0.66261
H 2.65790 1.48553 -0.36457
H -1.42253 3.82621 4.15787
H 5.11041 -1.15954 -1.29142
H -1.71158 -5.87822 -2.77449
H 3.46706 2.64684 5.23312
H -2.18864 -9.36501 -0.35619
H 3.88313 6.52747 -0.26551
H 2.26769 3.90754 5.55988
H -5.22473 -1.83308 -3.51818
H 4.57429 -0.59258 -3.56465
H -1.05336 1.98659 -1.98318
H -3.89701 2.80487 2.05511
H 3.82881 0.91862 -3.05451
H -1.79326 -8.01475 1.67735
H -3.70761 -3.92221 0.66262
H 0.77177 -2.64345 -3.28801
H 1.95903 4.91666 -2.82394
H -5.45322 -4.26818 -3.22405
H 3.98408 4.26076 5.73398
H -0.69263 4.24540 0.30861
H -1.28407 2.11363 4.49541
H -6.28272 2.37745 2.20874
H 1.79894 -3.96671 -3.85303
H -4.15426 -0.46020 -1.77544
H 0.26656 -4.35069 -3.00868
H -2.42785 4.04615 0.38626
H 4.45949 3.13185 -2.22935
H 1.12349 2.82234 1.32585
H 4.06291 2.28369 2.95943
H -5.64011 -1.59040 0.80437
H -2.81917 2.77880 4.00141

Atomic forces in eV per Å
Tl -0.4263 0.3992 0.2015
Te 0.9006 -1.4521 -0.1681
S 0.2062 -2.1984 -1.0618
Si 0.3218 0.5697 0.3309
O -0.6922 0.2437 0.8073
O 0.0902 -0.0499 0.3129
O 0.1034 0.0327 -0.1840
O -0.2350 0.4334 0.1072
O -0.1385 0.0226 -0.3690
N 0.3022 -0.2775 -0.1804
N -0.1540 -0.1780 0.1776
N -0.5757 0.3565 0.1220
N 0.9418 -0.0220 -0.0593
N -0.2351 0.5999 -0.1193
C 0.0211 -0.0608 -0.0359
C -0.1056 0.6566 0.0885
C 0.2946 0.3665 0.3046
C -0.1644 0.0653 -0.0088
C -0.4338 -0.0636 0.0282
C 0.1319 0.0598 -0.0195
C 0.4501 0.2567 -0.2456
C -0.4784 0.6283 0.3374
C -0.2548 -0.4271 -0.0232
C -0.0336 -0.5367 0.3369
C -0.0098 0.0592 -0.0076
C 0.0630 0.2959 -0.1336
C 0.1148 0.3646 0.0903
C 0.0760 0.0160 0.1511
C 0.3773 0.3076 -0.2123
C -0.0060 -0.2139 -0.0030
C 0.0646 -0.1072 -0.0555
C -0.0606 -0.1347 -0.1070
C 0.0070 -0.0177 -0.2409
C -0.0362 0.2105 0.1312
C -0.1101 0.5782 0.0457
C 0.5090 0.4253 -0.1039
C 0.0662 -0.3643 -0.1428
C -0.6541 -0.0434 -0.2569
C 0.0985 0.1477 -0.1853
C -0.1010 -0.2393 -0.6318
C 0.1020 -0.0216 -0.0619
C -0.0015 -0.2530 0.1619
C 0.0497 0.0021 -0.1866
C 0.1312 -0.0883 -0.0099
C -0.0015 -0.0948 -0.0115
C 0.0616 -0.0397 -0.0133
C -0.1053 0.1166 -0.1356
C 0.0400 -0.2953 0.3290
C 0.1918 -0.0628 -0.0343
C -0.0027 -0.0221 0.0166
C -0.1241 -0.0055 0.1680
C -0.2525 -0.0568 0.1273
C -0.0303 -0.0530 -0.1065
C -0.6044 0.1230 0.1833
H -0.0441 0.1012 -0.0606
H -0.0746 0.0964 0.0702
H 0.0544 -0.1148 -0.0254
H 0.1096 -0.0122 0.1657
H 0.2127 -0.0392 -0.1697
H 0.0197 0.2149 0.1639
H 0.0380 0.0947 0.2185
H 0.0573 -0.0042 0.0577
H 0.0237 -0.0133 -0.0873
H 0.1560 -0.2111 0.0995
H -0.1087 0.0042 0.0267
H -0.1772 0.0171 -0.0304
H -0.2602 -0.0343 -0.0737
H -0.0308 -0.0446 0.0988
H 0.0074 -0.0228 -0.0099
H 0.1991 0.0080 0.1345
H 0.1359 0.2171 -0.0588
H 0.0131 0.0104 0.0348
H -0.0410 0.0233 -0.0376
H -0.0156 -0.0518 0.0623
H -0.0432 -0.1037 0.0090
H 0.0617 -0.1790 -0.0665
H -0.0528 -0.0450 0.0847
H -0.0024 0.0650 -0.1118
H -0.0057 0.0458 -0.0302
H -0.2138 0.0103 0.0255
H 0.0427 0.2294 0.0679
H -0.0353 0.0422 -0.0800
H 0.0477 -0.0440 0.0644
H 0.1333 -0.0708 0.0881
H -0.0086 -0.0077 -0.0670
H 0.0487 0.1084 -0.0720
H -0.0627 -0.0728 -0.0567
H 0.0043 -0.0364 0.0925
H 0.2015 0.0029 -0.1122
H 0.1326 -0.2060 0.0924
H -0.0127 0.0729 0.0259
H 0.1685 -0.0650 -0.0816
H 0.0510 0.1036 0.0388
H 0.0145 -0.1416 0.0529
H -0.2446 -0.0551 -0.1010
H -0.0685 0.1912 0.0320
H 0.1354 0.0955 -0.1049
H 0.0181 -0.1340 0.0549
H -0.0440 -0.0152 0.0532
H -0.2299 0.0113 0.0778

Mulliken population analysis, charges in e, atoms 1 to 8: Tl 0.984; Te 0.667; S 0.740; Si 0.319; O -0.540; O -0.730; O -0.668; O -0.312

Copy entry 1 word for word.
This record from OMol25 describes one molecule with the formula C5H5N. The level of theory is wB97M-V/def2-TZVPD.

Results
Kohn-Sham gap (spin up / spin down) = 7.51 / 7.80 eV
Energy relative to the best compared isomer or geometry (same formula, charge and spin) = 106.27 kcal/mol
HOMO energy (spin up / spin down) = -8.9 / -9.2 eV
DFT total energy = -248.1057 Eh

Cartesian coordinates (Å):
N -0.65745 0.86882 -2.83682
C -0.21624 0.99210 -1.77515
C 0.65490 -0.34535 0.02053
C -1.04405 -0.47868 1.76179
C 0.36969 1.06780 -0.42782
C -0.03599 -1.06278 0.94043
H 1.43465 -0.84918 -0.54920
H -0.32034 1.57884 0.25069
H -1.69559 -1.29543 2.13580
H 0.21348 -2.12706 0.98766
H 1.29694 1.65092 -0.50791

Atomic forces in eV per Å
N 0.4173 0.1681 1.0095
C -0.4072 -0.0737 -0.8572
C 0.0947 -0.0509 -0.1479
C -0.0890 -0.4322 -0.2471
C -0.0185 -0.0339 0.0985
C 0.0663 0.2461 -0.0415
H -0.1423 0.0294 -0.0205
H 0.0608 -0.1703 -0.0512
H 0.0808 0.3411 -0.0013
H 0.0677 0.1469 0.1776
H -0.1306 -0.1706 0.0811

Mulliken population analysis, charges in e, atoms 1 to 8: N -0.364; C 0.227; C -0.207; C -0.634; C -0.404; C -0.055; H 0.319; H 0.349

- What is the DFT total energy in the first record?
  -248.1057 Eh

- Among the records above, which one has the lowest DFT total energy?
  C40H46N5O5SSiTeTl

- Among the records above, which one has the highest DFT total energy?
  C5H5N